No. 1
Below is C55H55InNO18 as an isolated structure, with properties calculated with ωB97M-V/def2-TZVPD.

XYZ file:
```
130
Properties=species:S:1:pos:R:3
C 0.360 5.043 2.510
C 1.781 4.305 2.497
O 1.726 2.866 2.399
C 0.634 2.408 1.572
C 0.962 0.915 1.028
O 0.158 0.619 -0.142
C -1.274 0.644 0.165
In -2.344 2.533 -0.570
C -4.576 1.998 -0.510
C -5.363 2.653 0.724
C -6.926 2.770 0.254
C -4.917 4.136 1.102
N -1.918 3.015 -2.617
C -2.480 4.306 -3.007
C -2.008 5.705 -2.397
O -3.422 4.284 -3.845
C -0.505 2.879 -2.958
C 0.732 3.403 -2.082
O -0.230 2.284 -4.059
H -0.442 4.451 3.047
H 0.086 5.260 1.419
H 0.504 6.042 3.030
H 2.271 4.536 3.514
H 2.464 4.782 1.716
H -0.300 2.309 2.217
H 0.437 3.033 0.647
H 0.857 0.134 1.853
H 2.049 0.918 0.650
H -1.425 0.535 1.304
H -1.754 -0.282 -0.319
H -1.912 3.826 0.601
H -5.028 2.423 -1.479
H -4.688 0.856 -0.513
H -5.392 1.934 1.620
H -7.052 2.303 -0.785
H -7.202 3.870 0.159
H -7.640 2.232 0.954
H -3.863 4.219 1.527
H -5.615 4.477 1.956
H -5.114 4.846 0.236
H -1.991 6.492 -3.212
H -2.662 5.993 -1.499
H -0.961 5.552 -1.986
H 1.227 2.529 -1.528
H 1.536 3.809 -2.794
H 0.487 4.219 -1.334
C -0.970 -3.965 -2.688
C -0.458 -4.208 -3.895
C 0.167 -3.131 -4.694
O 0.633 -3.353 -5.797
C 0.201 -1.777 -4.103
C -0.312 -1.535 -2.896
C -0.935 -2.609 -2.098
O -1.401 -2.388 -0.996
H -1.431 -4.741 -2.090
H -0.474 -5.195 -4.341
H 0.661 -1.000 -4.701
H -0.296 -0.548 -2.448
C 2.484 -7.199 1.638
C 1.578 -7.574 0.736
C 1.035 -6.615 -0.249
O 0.205 -6.956 -1.072
C 1.538 -5.226 -0.197
C 2.445 -4.851 0.705
C 2.988 -5.810 1.691
O 3.817 -5.471 2.513
H 2.892 -7.888 2.366
H 1.200 -8.587 0.683
H 1.131 -4.537 -0.926
H 2.824 -3.837 0.758
C 3.984 -8.749 -2.193
C 4.310 -9.147 -3.423
C 5.383 -10.140 -3.648
O 5.682 -10.503 -4.769
C 6.078 -10.675 -2.457
C 5.752 -10.277 -1.227
C 4.680 -9.284 -1.003
O 4.379 -8.920 0.121
H 3.202 -8.022 -2.010
H 3.810 -8.766 -4.305
H 6.859 -11.401 -2.641
H 6.251 -10.657 -0.344
C -0.889 9.566 4.043
C -0.774 10.182 5.220
C 0.537 10.321 5.888
O 0.642 10.882 6.963
C 1.716 9.752 5.201
C 1.602 9.136 4.025
C 0.290 8.997 3.356
O 0.186 8.437 2.283
H -1.841 9.455 3.539
H -1.627 10.605 5.736
H 2.669 9.863 5.705
H 2.455 8.713 3.508
C 3.017 2.044 -4.364
C 3.220 2.249 -5.667
C 4.557 2.073 -6.273
O 4.742 2.262 -7.462
C 5.662 1.659 -5.382
C 5.461 1.455 -4.081
C 4.124 1.632 -3.473
O 3.942 1.444 -2.285
H 2.045 2.172 -3.905
H 2.422 2.551 -6.334
H 6.633 1.534 -5.844
H 6.259 1.153 -3.413
C -11.254 4.402 0.780
C -11.673 5.542 0.230
C -11.029 6.832 0.556
O -11.412 7.873 0.056
C -9.903 6.810 1.514
C -9.484 5.670 2.064
C -10.128 4.379 1.738
O -9.746 3.340 2.238
H -11.714 3.448 0.554
H -12.495 5.576 -0.473
H -9.443 7.763 1.740
H -8.661 5.635 2.767
C 4.847 -9.697 4.148
C 5.173 -10.096 2.918
C 6.245 -11.088 2.693
O 6.546 -11.452 1.570
C 6.941 -11.624 3.883
C 6.615 -11.225 5.113
C 5.543 -10.232 5.339
O 5.244 -9.871 6.461
H 4.066 -8.971 4.333
H 4.674 -9.715 2.035
H 7.723 -12.350 3.699
H 7.115 -11.606 5.995
```

For the frontier orbital gap, the calculation gives 4.0 eV. Its charge is -1. The HOMO energy is -4.70 eV.

These are the Mulliken partial charges, in e, on atoms 1 to 6: atom 1 (C): -0.34, atom 2 (C): -0.43, atom 3 (O): -0.46, atom 4 (C): 0.56, atom 5 (C): -0.77, atom 6 (O): -0.04

***

No. 2
Below is C7H15N2Os as an isolated structure, with properties calculated with ωB97M-V/def2-TZVPD.

XYZ file:
```
25
Properties=species:S:1:pos:R:3
C -2.274 -0.814 -2.208
Os 1.918 -0.061 0.411
N 1.924 0.705 -1.472
H 0.508 -1.037 0.615
H -2.507 0.231 -1.945
H -3.072 -1.530 -1.961
H -1.376 -1.038 -1.632
H -1.987 -0.837 -3.264
H 2.759 0.902 -2.055
H 1.364 1.570 -1.520
H 1.411 -0.022 -1.948
N 1.670 1.295 1.795
C 1.242 0.865 3.126
C -0.119 1.000 3.382
C -0.614 0.632 4.644
C 0.297 0.189 5.627
C 1.670 0.071 5.352
C 2.139 0.323 4.051
H 0.922 1.892 1.497
H 2.449 1.939 1.969
H -0.775 1.378 2.582
H -1.666 0.794 4.883
H -0.073 -0.090 6.616
H 2.378 -0.330 6.105
H 3.203 0.282 3.776
```

For the frontier orbital gap (alpha / beta), the calculation gives 7.3 / 7.3 eV. Its spin multiplicity is 5. Its charge is +1. The energy relative to the best compared isomer or geometry (same formula, charge and spin) is 21.95 kJ/mol. The HOMO energy (alpha / beta) is -11.00 / -12.44 eV.

These are the natural (NBO) partial charges, in e, on atoms 1 to 6: atom 1 (C): -0.85, atom 2 (Os): 0.98, atom 3 (N): -1.10, atom 4 (H): -0.33, atom 5 (H): 0.21, atom 6 (H): 0.24

***

No. 3
Below is C35H32N7STl as an isolated structure, with properties calculated with ωB97M-V/def2-TZVPD.

XYZ file:
```
76
Properties=species:S:1:pos:R:3
Tl -1.452 0.118 -0.741
N 6.155 7.295 -0.432
C 5.347 6.486 -0.553
C 4.335 5.485 -0.702
C 4.148 4.861 -1.934
C 3.153 3.912 -2.080
C 2.329 3.580 -1.007
C 2.529 4.204 0.225
C 3.523 5.151 0.382
C 1.228 2.591 -1.157
C 1.583 1.295 -1.527
C 2.898 0.806 -1.791
C 2.763 -0.504 -2.181
C 1.383 -0.792 -2.120
N 0.678 0.261 -1.734
C -0.072 3.082 -0.947
C -0.422 4.457 -0.854
C -1.797 4.524 -0.799
C -2.259 3.201 -0.850
N -1.246 2.338 -0.948
H 4.782 5.126 -2.769
H 2.991 3.439 -3.039
H 1.896 3.939 1.061
H 3.675 5.639 1.334
H 3.815 1.365 -1.699
H 3.540 -1.198 -2.457
H 0.909 -1.740 -2.332
H 0.272 5.280 -0.870
H -2.415 5.405 -0.745
H -3.285 2.870 -0.828
S -6.080 1.545 -0.416
C -4.657 0.865 -0.572
N -3.601 0.346 -0.681
N -1.625 0.674 7.007
C -1.587 0.651 5.859
C -1.554 0.616 4.429
C -2.689 0.250 3.711
C -2.611 0.194 2.332
N -1.492 0.477 1.666
C -0.415 0.858 2.354
C -0.392 0.937 3.731
H -3.615 0.019 4.216
H -3.469 -0.094 1.737
H 0.468 1.110 1.776
H 0.507 1.242 4.245
C 0.226 -6.173 1.366
C 0.297 -4.677 1.201
C 1.281 -3.935 1.839
C 1.333 -2.556 1.665
C 2.358 -1.718 2.382
C 0.433 -1.956 0.804
C -0.539 -2.676 0.077
C -0.616 -4.050 0.359
N -1.343 -2.014 -0.830
C -2.104 -2.691 -1.916
C -2.256 -1.733 -3.114
C -3.496 -3.110 -1.424
C -1.359 -3.915 -2.501
H 0.899 -6.521 2.148
H 0.510 -6.660 0.431
H -0.786 -6.497 1.613
H 1.996 -4.433 2.483
H 3.289 -2.266 2.523
H 1.993 -1.423 3.370
H 2.579 -0.813 1.812
H 0.505 -0.886 0.654
H -1.403 -4.651 -0.067
H -2.734 -0.790 -2.851
H -2.898 -2.190 -3.868
H -1.279 -1.536 -3.560
H -4.075 -2.236 -1.130
H -3.416 -3.776 -0.562
H -4.033 -3.634 -2.218
H -0.283 -3.821 -2.358
H -1.558 -3.980 -3.571
H -1.693 -4.852 -2.060
```

For the frontier orbital gap, the calculation gives 6.2 eV. Its charge is 0. The energy relative to the best compared isomer or geometry (same formula, charge and spin) is 0.00 kJ/mol. The HOMO energy is -7.56 eV.

These are the Mulliken partial charges, in e, on atoms 1 to 6: atom 1 (Tl): 2.07, atom 2 (N): -0.52, atom 3 (C): -0.11, atom 4 (C): 0.57, atom 5 (C): -0.92, atom 6 (C): -0.25

***

No. 4
Below is one molecule with the formula C4H7N5, with properties calculated with ωB97M-V/def2-TZVPD.

XYZ file:
```
16
Properties=species:S:1:pos:R:3
C 1.998 -0.454 0.973
N 1.648 0.778 0.847
C 0.408 0.980 0.313
N -0.151 2.112 0.083
N -1.454 1.829 -0.261
C -1.446 0.510 -0.977
C -0.516 -0.252 0.003
N 0.231 -1.373 -0.298
N 1.227 -1.557 0.716
H 2.988 -0.629 1.221
H -1.759 2.603 -0.795
H -2.438 0.075 -1.021
H -0.998 0.512 -1.932
H -1.126 -0.472 0.852
H -0.335 -2.246 -0.369
H 1.723 -2.415 0.644
```

For the frontier orbital gap, the calculation gives 8.5 eV. Its structure (SMILES) is C1=NC2=NNC[C@H]2NN1. Its charge is 0. The energy relative to the best compared isomer or geometry (same formula, charge and spin) is 424.29 kJ/mol. The HOMO energy is -7.83 eV.

These are the natural (NBO) partial charges, in e, on atoms 1 to 6: atom 1 (C): 0.28, atom 2 (N): -0.49, atom 3 (C): 0.33, atom 4 (N): -0.23, atom 5 (N): -0.45, atom 6 (C): -0.23

***

No. 5
Below is a 18-piece molecular cluster, H36O18 overall, with properties calculated with ωB97M-V/def2-TZVPD.

XYZ file:
```
54
Properties=species:S:1:pos:R:3
O -3.311 -2.214 -0.178
H -2.829 -2.316 0.561
H -2.695 -1.556 -0.769
O 3.411 -3.382 -1.472
H 3.615 -2.811 -0.772
H 4.280 -3.274 -1.881
O 2.725 -1.426 1.961
H 2.804 -0.811 1.181
H 3.561 -1.200 2.361
O 0.555 0.282 -1.480
H 0.957 -0.310 -2.149
H 0.286 1.102 -2.070
O 0.019 -5.766 1.019
H -0.933 -5.941 0.753
H 0.486 -6.503 0.864
O 3.019 0.777 -0.066
H 3.026 1.048 0.761
H 2.277 1.188 -0.522
O -2.956 1.061 -0.680
H -3.595 1.678 -0.142
H -3.090 0.161 -0.434
O 2.772 -3.213 4.414
H 2.231 -3.525 3.670
H 2.284 -2.580 4.854
O 3.276 3.991 0.264
H 2.919 3.069 0.041
H 2.710 4.422 0.887
O 0.622 5.096 -2.321
H 0.391 6.057 -2.412
H 0.543 4.847 -1.406
O -4.118 -2.828 -2.710
H -4.874 -2.186 -2.865
H -3.946 -2.931 -1.788
O -0.913 -1.090 0.062
H -0.979 -0.921 -0.830
H -0.008 -1.306 0.171
O -2.351 1.351 2.248
H -3.336 0.738 2.091
H -2.310 1.355 3.258
O -1.296 5.551 0.572
H -2.041 5.772 -0.076
H -0.865 4.983 -0.016
O -0.081 -1.004 3.088
H -0.979 -0.703 2.823
H 0.449 -1.338 2.430
O -0.149 2.697 -2.493
H 0.079 3.534 -2.862
H -1.127 2.756 -2.701
O -0.084 2.840 0.136
H -0.272 2.746 -0.790
H -0.323 2.011 0.499
O -0.223 -3.083 -1.787
H 0.702 -2.893 -1.608
H -0.318 -4.002 -1.686
```

For the frontier orbital gap, the calculation gives 10.6 eV. Its charge is 0. The energy relative to the best compared isomer or geometry (same formula, charge and spin) is 603.47 kJ/mol. The HOMO energy is -10.83 eV.

These are the natural (NBO) partial charges, in e, on atoms 1 to 6: atom 1 (O): -0.95, atom 2 (H): 0.48, atom 3 (H): 0.48, atom 4 (O): -0.93, atom 5 (H): 0.46, atom 6 (H): 0.46

***

No. 6
Below is C8H11NO as an isolated structure, with properties calculated with ωB97M-V/def2-TZVPD.

XYZ file:
```
21
Properties=species:S:1:pos:R:3
C 2.210 -0.085 -0.545
C 1.316 -0.318 0.651
C -0.119 0.048 0.368
C -0.367 1.345 0.192
C -1.798 1.837 -0.156
C -2.736 0.778 -0.266
C -2.321 -0.496 -0.096
C -1.127 -0.905 0.310
H 3.869 -0.014 0.386
H 3.555 -1.236 -0.146
H 1.478 -0.852 -1.332
H 2.232 0.935 -0.557
H 1.242 -1.393 1.026
H 1.696 0.349 1.443
H 0.608 2.257 0.378
H -2.005 2.911 -0.232
H -3.717 1.000 -0.201
H -3.206 -2.120 -1.044
H -1.006 -2.127 0.332
N 3.666 -0.416 -0.418
O -3.473 -1.496 -0.094
```

For the frontier orbital gap, the calculation gives 9.9 eV. Its charge is 0. The energy relative to the best compared isomer or geometry (same formula, charge and spin) is 583.43 kJ/mol. The HOMO energy is -9.32 eV.

These are the natural (NBO) partial charges, in e, on atoms 1 to 6: atom 1 (C): -0.19, atom 2 (C): -0.43, atom 3 (C): -0.09, atom 4 (C): -0.18, atom 5 (C): -0.17, atom 6 (C): -0.27

***

No. 7
Below is a 6-piece molecular cluster, C15H21F5NO17PSi overall, with properties calculated with ωB97M-V/def2-TZVPD.

XYZ file:
```
61
Properties=species:S:1:pos:R:3
O -1.641 4.385 -0.559
C -1.293 4.498 -1.685
O -0.026 4.330 -2.128
C -0.021 4.391 -3.557
C -1.290 5.172 -3.834
F -1.906 4.783 -4.974
O -2.106 4.838 -2.726
H -0.087 3.381 -3.962
H 0.885 4.872 -3.911
H -1.163 6.256 -3.863
O 1.946 1.689 -2.545
C 2.120 1.999 -1.412
O 1.386 1.566 -0.369
C 1.974 2.056 0.841
C 2.757 3.252 0.339
F 3.905 3.449 1.033
O 3.075 2.875 -0.989
H 2.639 1.298 1.250
H 1.202 2.301 1.562
H 2.199 4.189 0.316
O 1.743 -0.657 2.436
C 2.281 -0.632 3.495
O 3.492 -1.167 3.760
C 3.870 -0.806 5.096
C 2.526 -0.512 5.726
F 2.584 0.473 6.651
O 1.756 -0.070 4.617
H 4.491 0.091 5.073
H 4.401 -1.622 5.571
H 2.033 -1.379 6.169
O 4.578 -3.806 5.425
C 3.821 -4.396 4.723
O 2.600 -4.830 5.092
C 1.919 -5.324 3.925
C 3.080 -5.644 3.005
F 2.805 -5.415 1.698
O 4.070 -4.722 3.430
H 1.301 -4.531 3.504
H 1.303 -6.179 4.167
H 3.473 -6.656 3.105
O 0.254 -6.941 2.178
C 0.156 -6.861 0.997
O 0.587 -7.793 0.121
C 0.168 -7.406 -1.193
C -0.038 -5.912 -1.031
F -1.056 -5.446 -1.787
O -0.384 -5.805 0.340
H -0.776 -7.898 -1.433
H 0.924 -7.672 -1.924
H 0.847 -5.303 -1.219
N -7.779 4.273 -3.378
P -7.121 5.182 -4.448
O -6.561 6.605 -3.951
O -8.125 5.600 -5.622
Si -5.447 4.042 -5.409
H -7.862 4.671 -2.450
H -6.213 6.515 -3.057
H -8.924 5.073 -5.471
H -4.330 4.051 -4.456
H -5.062 4.566 -6.736
H -5.938 2.661 -5.562
```

For the frontier orbital gap, the calculation gives 9.5 eV. Its structure (SMILES) is O=C1OC[C@@H](F)O1.O=C1OC[C@@H](F)O1.O=C1OC[C@@H](F)O1.O=C1OC[C@@H](F)O1.O=C1OC[C@@H](F)O1.N=P(O)(O)[SiH3]. Its charge is 0. The HOMO energy is -9.02 eV.

These are the natural (NBO) partial charges, in e, on atoms 1 to 6: atom 1 (O): -0.55, atom 2 (C): 0.97, atom 3 (O): -0.49, atom 4 (C): -0.13, atom 5 (C): 0.45, atom 6 (F): -0.32

***

No. 8
Below is a 2-piece molecular cluster, C17H37BBr2N4O6P overall, with properties calculated with ωB97M-V/def2-TZVPD.

XYZ file:
```
68
Properties=species:S:1:pos:R:3
C -0.667 0.882 -3.171
C 0.594 1.216 -2.880
C 1.613 0.152 -2.543
C 2.561 -0.259 -3.704
C 3.987 -0.633 -3.215
B 4.713 -1.554 -4.317
O 4.031 -2.301 -5.244
O 6.098 -1.571 -4.334
N 4.029 -1.202 -1.833
C 3.079 -0.656 -1.004
N 2.739 -1.247 0.105
C 1.670 -0.620 0.920
C 2.057 0.665 1.652
N 0.859 1.494 1.795
C 3.301 -2.520 0.565
Br 2.866 -3.956 -0.694
C 4.808 -2.475 0.978
C 5.299 -1.080 1.401
Br 6.061 -3.271 -0.309
N 2.442 0.524 -1.384
H -1.499 1.537 -2.945
H -0.818 -0.089 -3.639
H 0.875 2.268 -2.868
H 1.034 -0.741 -2.288
H 2.071 -1.048 -4.277
H 2.672 0.573 -4.406
H 4.561 0.304 -3.188
H 4.191 -1.941 -6.126
H 6.479 -2.167 -3.681
H 4.954 -0.993 -1.463
H 1.269 -1.315 1.660
H 0.837 -0.406 0.255
H 2.749 1.232 1.022
H 2.544 0.478 2.619
H 0.116 0.990 2.272
H 1.076 2.302 2.365
H 2.751 -2.796 1.459
H 4.896 -3.124 1.846
H 5.964 -1.225 2.255
H 5.931 -0.629 0.634
H 4.507 -0.415 1.743
H 3.110 1.256 -1.602
O -2.603 1.566 2.453
P -4.005 1.629 1.946
O -4.837 0.643 2.943
C -5.068 1.057 4.296
C -6.111 2.155 4.392
O -3.856 0.684 0.606
C -2.580 0.429 0.035
C -2.057 -0.913 0.510
O -5.271 2.424 1.332
C -6.172 1.898 0.339
C -6.917 0.646 0.737
H -4.127 1.375 4.752
H -5.413 0.174 4.833
H -5.753 3.081 3.937
H -6.353 2.362 5.435
H -7.024 1.871 3.869
H -1.883 1.237 0.256
H -2.704 0.403 -1.050
H -2.141 -1.019 1.592
H -1.015 -1.046 0.226
H -2.638 -1.724 0.067
H -5.646 1.764 -0.604
H -6.897 2.696 0.172
H -6.255 -0.215 0.813
H -7.669 0.416 -0.019
H -7.414 0.769 1.699
```

For the frontier orbital gap, the calculation gives 8.6 eV. Its charge is +1. The HOMO energy is -12.10 eV.

These are the natural (NBO) partial charges, in e, on atoms 1 to 6: atom 1 (C): -0.36, atom 2 (C): -0.20, atom 3 (C): -0.09, atom 4 (C): -0.42, atom 5 (C): -0.41, atom 6 (B): 1.21

***

| no. | energy (eV) | maximum force (hartree/bohr) |
| --- | --- | --- |
| 1 | -101434.1759 | 0.0869 |
| 2 | -12938.2637 | 0.0949 |
| 3 | -62772.2057 | 0.0188 |
| 4 | -11709.0804 | 0.0738 |
| 5 | -37436.2565 | 0.1396 |
| 6 | -12006.3536 | 0.2047 |
| 7 | -82948.5046 | 0.0151 |
| 8 | -186520.0810 | 0.1253 |